[1]
2 unconnected molecules or ions with the total composition C2H8N2 at a distorted geometry. Source: the Open Molecules 2025 dataset; level of theory: wB97M-V/def2-TZVPD.

As for the spin multiplicity: 1. The value obtained for the energy above the lowest of the compared OMol25 structures with the same formula, charge and spin is 879.36 kJ/mol. The max |F| comes out at 3.379 eV Å⁻¹. Its HOMO energy is -7.27 eV. The total energy is -190.16392 Eh.

Cartesian coordinates (Å):
C1 -1.398 0.114 0.042
H1 -2.175 -1.788 -0.629
N1 0.992 1.134 0.534
H2 0.421 -0.360 1.071
H3 3.351 -0.441 0.037
H4 0.490 2.038 0.490
C2 0.083 0.098 0.090
H5 -1.985 -0.581 0.702
H6 -1.842 1.079 -0.211
H7 0.517 -0.400 -0.775
H8 3.641 -0.091 -0.512
N2 -2.095 -0.801 -0.838

Atoms 1-2, force components in eV/Å:
-0.2 -0.6 -3.3
1.1 -0.3 0.2

[2]
2 unconnected molecules or ions with the total composition C2H8N2O at a distorted geometry. Source: the Open Molecules 2025 dataset; level of theory: wB97M-V/def2-TZVPD.

As for the spin multiplicity: 2. The value obtained for the energy above the lowest of the compared OMol25 structures with the same formula, charge and spin is 346.61 kJ/mol. The max |F| comes out at 6.145 eV Å⁻¹. Its HOMO energy (alpha / beta) is 1.22 / -4.53 eV. Its total charge is -1. The total energy is -265.59550 Eh.

Cartesian coordinates (Å):
H1 1.967 2.570 1.875
H2 -0.368 0.397 -0.622
O1 0.193 -6.681 -0.300
H3 1.827 1.043 1.331
N1 1.486 1.908 1.249
C1 0.627 2.302 0.260
H4 -2.180 1.317 -1.272
H5 -0.134 -6.629 -1.234
H6 -1.690 2.783 -1.066
C2 -0.339 1.492 -0.313
N2 -1.696 1.910 -0.739
H7 0.452 3.370 0.534
H8 -0.145 -5.782 0.296

Atoms 1-2, force components in eV/Å:
-0.7 -0.4 -1.2
1.3 1.3 1.4

[3]
2 unconnected molecules or ions with the total composition C2H8N2O at a distorted geometry. Source: the Open Molecules 2025 dataset; level of theory: wB97M-V/def2-TZVPD.

As for the spin multiplicity: 1. The value obtained for the energy above the lowest of the compared OMol25 structures with the same formula, charge and spin is 226.93 kJ/mol. The max |F| comes out at 3.774 eV Å⁻¹. As for the SMILES: C/N=C\N.O. Its HOMO energy is -8.65 eV. The total energy is -265.69671 Eh.

Cartesian coordinates (Å):
O1 -1.479 0.008 -1.871
H1 0.590 -1.108 1.855
H2 -0.028 0.325 2.588
N1 1.819 0.115 -0.422
H3 2.494 0.273 -1.180
C1 -0.202 -0.333 1.734
N2 -0.447 0.410 0.495
H4 -1.186 -0.898 1.900
H5 0.093 1.328 -1.225
C2 0.474 0.630 -0.374
H6 1.966 -0.754 0.030
H7 -2.085 0.723 -1.570
H8 -2.009 -0.718 -1.959

Atoms 1-2, force components in eV/Å:
0.7 3.4 -0.4
-0.1 0.4 -0.8

[4]
2 unconnected molecules or ions with the total composition C2H8N2O at a distorted geometry. Source: the Open Molecules 2025 dataset; level of theory: wB97M-V/def2-TZVPD.

As for the spin multiplicity: 1. The value obtained for the energy above the lowest of the compared OMol25 structures with the same formula, charge and spin is 167.34 kJ/mol. The max |F| comes out at 1.921 eV Å⁻¹. As for the SMILES: N/C=C/N.O. Its HOMO energy is -8.26 eV. The total energy is -265.71941 Eh.

Cartesian coordinates (Å):
H1 1.479 -1.911 1.737
H2 0.212 1.392 0.700
H3 1.701 1.417 -1.605
H4 0.035 -1.793 1.109
C1 -0.624 0.054 -0.681
H5 -1.811 -0.027 0.996
O1 0.749 -2.429 1.357
H6 1.158 2.732 -0.737
N1 0.889 1.911 -1.263
N2 -1.319 -0.648 0.373
H7 -0.637 -0.503 -1.607
C2 0.191 1.040 -0.326
H8 -2.023 -1.235 -0.052

Atoms 1-2, force components in eV/Å:
-0.6 -0.2 -0.3
-0.2 -0.2 0.1

[5]
2 unconnected molecules or ions with the total composition C2H8N2O2 at a distorted geometry. Source: the Open Molecules 2025 dataset; level of theory: wB97M-V/def2-TZVPD.

As for the spin multiplicity: 1. The value obtained for the energy above the lowest of the compared OMol25 structures with the same formula, charge and spin is 161.85 kJ/mol. The max |F| comes out at 2.702 eV Å⁻¹. As for the SMILES: O=CO.NCN. Its HOMO energy is -9.45 eV. The total energy is -340.96878 Eh.

Cartesian coordinates (Å):
N1 -2.813 2.275 1.695
C1 -2.854 1.318 0.541
H1 -3.376 1.912 2.457
C2 2.579 -2.207 -0.406
H2 -3.850 0.874 0.320
H3 -3.110 3.187 1.493
H4 1.588 -2.218 0.121
N2 -2.309 1.843 -0.739
O1 3.163 -1.028 0.024
H5 -2.944 2.531 -1.217
H6 -1.421 2.265 -0.461
H7 3.876 -0.890 -0.583
H8 -2.155 0.387 0.717
O2 2.950 -2.915 -1.318

Atoms 1-2, force components in eV/Å:
0.6 -2.6 -0.3
1.0 -1.2 -0.8

[6]
A molecular structure, C2H8N2O3 at a distorted geometry. Source: the Open Molecules 2025 dataset; level of theory: wB97M-V/def2-TZVPD.

As for the spin multiplicity: 1. The value obtained for the energy above the lowest of the compared OMol25 structures with the same formula, charge and spin is 464.51 kJ/mol. The max |F| comes out at 4.491 eV Å⁻¹. Its HOMO energy is -9.26 eV. The total energy is -416.08155 Eh.

Cartesian coordinates (Å):
C1 -0.162 -0.964 -0.394
H1 0.646 2.239 -0.241
H2 2.049 -1.645 1.842
H3 -0.709 0.063 1.570
N1 0.843 1.258 -0.408
H4 -2.127 0.324 -1.315
N2 -1.131 0.423 -1.465
H5 -1.042 -1.591 -0.342
O1 1.559 -0.848 1.602
O2 0.236 -1.367 1.312
H6 -0.892 1.150 -2.126
H7 1.525 0.948 0.280
C2 -0.360 0.505 -0.212
O3 -1.095 0.768 0.930
H8 0.662 -1.264 -1.034

Atoms 1-2, force components in eV/Å:
1.7 -0.7 4.1
0.0 0.0 0.1

[7]
A gas-phase ion, C2H8N2OP (charge -1) at a distorted geometry. Source: the Open Molecules 2025 dataset; level of theory: wB97M-V/def2-TZVPD.

As for the spin multiplicity: 1. The value obtained for the energy above the lowest of the compared OMol25 structures with the same formula, charge and spin is 20.38 kJ/mol. The max |F| comes out at 3.778 eV Å⁻¹. Its HOMO energy is -2.22 eV. Its total charge is -1. The total energy is -606.99548 Eh.

Cartesian coordinates (Å):
C1 -0.228 0.680 1.169
H1 0.225 1.351 1.998
P1 0.062 -1.530 -0.205
H2 0.911 -1.423 -1.401
H3 1.906 1.648 -0.090
H4 2.068 0.151 -1.053
C2 1.401 0.828 -0.655
N1 -2.062 -1.161 0.165
N2 0.853 -0.004 0.424
H5 -0.842 1.216 0.511
O1 -1.170 -1.091 -1.084
H6 0.571 1.072 -1.264
H7 -2.802 -1.761 -0.225
H8 -0.894 0.024 1.712

Atoms 1-2, force components in eV/Å:
2.4 0.6 2.4
-0.5 -0.4 -1.4

[8]
2 unconnected molecules or ions with the total composition C2H8N2PS at a distorted geometry. Source: the Open Molecules 2025 dataset; level of theory: wB97M-V/def2-TZVPD.

As for the spin multiplicity: 1. The value obtained for the energy above the lowest of the compared OMol25 structures with the same formula, charge and spin is 252.30 kJ/mol. The max |F| comes out at 2.878 eV Å⁻¹. Its HOMO energy is -13.72 eV. Its total charge is +1. The total energy is -929.71244 Eh.

Cartesian coordinates (Å):
N1 2.034 0.945 0.761
H1 -2.000 2.296 0.065
H2 -1.865 1.895 -1.594
H3 -0.375 1.423 -0.513
N2 -0.920 -2.235 -0.076
S1 -2.254 -0.029 -0.259
C1 -0.933 -0.924 0.166
H4 2.689 1.447 1.318
H5 0.189 -0.626 0.389
H6 3.955 -0.256 -0.080
P1 2.599 -0.193 -0.129
H7 -1.632 -2.791 0.349
C2 -1.488 1.602 -0.589
H8 0.001 -2.555 0.192

Atoms 1-2, force components in eV/Å:
-0.4 -0.5 -0.1
0.7 0.3 0.5

[9]
2 unconnected molecules or ions with the total composition C2H8N2S at a distorted geometry. Source: the Open Molecules 2025 dataset; level of theory: wB97M-V/def2-TZVPD.

As for the spin multiplicity: 3. The value obtained for the energy above the lowest of the compared OMol25 structures with the same formula, charge and spin is 0.00 kJ/mol. The max |F| comes out at 3.744 eV Å⁻¹. Its HOMO energy (alpha / beta) is -7.68 / -8.99 eV. The total energy is -588.50001 Eh.

Cartesian coordinates (Å):
H1 -0.523 -0.867 -1.172
H2 -2.007 -0.907 1.435
N1 -0.574 -1.159 -0.169
H3 -2.622 -1.656 -0.006
S1 -2.700 0.696 -0.272
H4 0.958 0.955 -1.231
C1 1.530 0.725 -0.430
H5 -1.861 1.480 0.382
H6 0.892 0.063 1.430
H7 2.175 -0.179 -0.611
N2 0.525 0.457 0.562
H8 2.175 1.627 -0.196
C2 -1.863 -0.817 0.291

Atoms 1-2, force components in eV/Å:
-0.1 -0.4 0.8
0.8 0.5 -1.6

[10]
A gas-phase ion, C2H8N3 (charge +1) at a distorted geometry. Source: the Open Molecules 2025 dataset; level of theory: wB97M-V/def2-TZVPD.

As for the spin multiplicity: 1. The value obtained for the energy above the lowest of the compared OMol25 structures with the same formula, charge and spin is 468.61 kJ/mol. The max |F| comes out at 3.510 eV Å⁻¹. As for the SMILES: [H]/N=[N+](/C)NC. Its HOMO energy is -15.38 eV. Its total charge is +1. The total energy is -244.88912 Eh.

Cartesian coordinates (Å):
H1 0.902 -0.912 1.446
H2 0.090 2.380 0.660
N1 -0.592 0.627 -0.457
H3 -0.693 -0.777 -2.458
C1 -0.481 1.500 0.744
H4 0.097 1.130 1.514
N2 -0.128 -1.217 -1.644
C2 0.942 -1.260 0.438
H5 0.865 -2.402 0.336
H6 -1.445 1.854 1.034
H7 -1.386 0.788 -0.982
N3 -0.076 -0.589 -0.598
H8 1.906 -1.122 -0.035

Atoms 1-2, force components in eV/Å:
-0.4 0.4 0.3
0.7 1.3 -1.7

[11]
A gas-phase ion, C2H8N3 (charge +1) at a distorted geometry. Source: the Open Molecules 2025 dataset; level of theory: wB97M-V/def2-TZVPD.

As for the spin multiplicity: 1. The value obtained for the energy above the lowest of the compared OMol25 structures with the same formula, charge and spin is 560.56 kJ/mol. The max |F| comes out at 4.109 eV Å⁻¹. Its HOMO energy (alpha / beta) is -11.75 / -13.56 eV. Its total charge is +1. The total energy is -244.85409 Eh.

Cartesian coordinates (Å):
H1 -0.726 -1.265 1.099
N1 0.496 0.653 2.310
H2 0.161 0.005 3.140
H3 1.389 -0.583 -0.470
N2 -0.165 0.811 1.246
H4 -0.056 1.087 -1.783
C1 0.334 -0.622 -0.659
N3 -0.058 0.065 -1.910
C2 -0.636 -0.407 0.558
H5 0.885 1.577 2.493
H6 0.562 -0.238 -2.711
H7 -1.105 -0.113 -1.910
H8 -1.677 -0.193 0.173

Atoms 1-2, force components in eV/Å:
0.1 -2.4 1.9
0.4 -0.4 3.3

[12]
2 unconnected molecules or ions with the total composition C2H8N3O at a distorted geometry. Source: the Open Molecules 2025 dataset; level of theory: wB97M-V/def2-TZVPD.

As for the spin multiplicity: 1. The value obtained for the energy above the lowest of the compared OMol25 structures with the same formula, charge and spin is 537.53 kJ/mol. The max |F| comes out at 5.659 eV Å⁻¹. Its HOMO energy is -13.08 eV. Its total charge is +1. The total energy is -320.11984 Eh.

Cartesian coordinates (Å):
C1 1.587 0.404 2.086
O1 1.527 0.707 0.894
C2 -0.941 -0.031 0.086
N1 0.760 0.020 -1.583
H1 1.644 -0.613 2.283
H2 -1.052 -0.693 -2.093
H3 -2.324 -0.088 1.300
H4 1.273 1.158 2.798
N2 -0.485 -0.480 -1.139
N3 -2.121 -0.378 0.389
H5 1.185 0.319 -0.637
H6 1.154 -0.624 -2.224
H7 -2.849 -0.761 -0.199
H8 0.642 1.058 -1.961

Atoms 1-2, force components in eV/Å:
-1.6 1.9 -3.1
1.1 0.3 1.4

[13]
A gas-phase ion, C2H8N3O (charge +1) at a distorted geometry. Source: the Open Molecules 2025 dataset; level of theory: wB97M-V/def2-TZVPD.

As for the spin multiplicity: 1. The value obtained for the energy above the lowest of the compared OMol25 structures with the same formula, charge and spin is 524.77 kJ/mol. The max |F| comes out at 7.015 eV Å⁻¹. As for the SMILES: CC(=[NH2+])N[NH2+][O-]. Its HOMO energy is -14.85 eV. Its total charge is +1. The total energy is -320.12470 Eh.

Cartesian coordinates (Å):
N1 0.198 -0.596 0.823
H1 1.372 -1.744 2.007
H2 -0.683 -0.929 1.219
C1 -1.420 0.717 -0.647
C2 -0.046 0.114 -0.264
H3 -1.243 1.613 -1.038
H4 -2.064 0.689 0.236
O1 2.486 -1.447 0.430
N2 1.719 -1.051 1.313
H5 0.458 0.746 -2.148
H6 1.757 0.346 -1.034
N3 0.794 0.449 -1.213
H7 -1.887 -0.054 -1.294
H8 2.041 -0.198 1.963

Atoms 1-2, force components in eV/Å:
-0.8 1.3 -0.9
0.2 -0.3 -0.4

[14]
A molecular structure, C2H8N3O12V at a distorted geometry. Source: the Open Molecules 2025 dataset; level of theory: wB97M-V/def2-TZVPD.

As for the spin multiplicity: 2. The max |F| comes out at 2.595 eV Å⁻¹. Its HOMO energy (alpha / beta) is -6.14 / -6.14 eV. Its total charge is -1. The total energy is -2091.91072 Eh.

Cartesian coordinates (Å):
O1 -4.416 -22.182 -17.717
C1 -7.588 -21.094 -15.630
H1 -4.722 -15.131 -16.823
N1 -6.559 -18.086 -19.818
O2 -6.192 -18.518 -18.667
H2 -3.309 -15.609 -17.756
H3 -3.235 -17.382 -16.502
H4 -7.380 -22.055 -16.106
O3 -4.586 -21.980 -15.568
H5 -7.096 -20.938 -14.677
H6 -8.646 -21.199 -15.337
O4 -7.785 -17.920 -20.008
O5 -4.523 -20.192 -16.808
H7 -4.924 -16.164 -18.248
N2 -4.519 -21.471 -16.720
O6 -5.741 -17.865 -20.721
O7 -4.155 -17.188 -16.689
O8 -7.698 -17.156 -16.563
O9 -7.504 -20.035 -16.576
C2 -4.279 -15.948 -17.393
O10 -9.241 -16.059 -15.513
O11 -9.644 -16.841 -17.486
V1 -5.944 -18.513 -16.508
O12 -5.807 -18.395 -14.999
H8 -8.219 -20.173 -17.203
N3 -8.890 -16.680 -16.524

Atoms 1-2, force components in eV/Å:
-0.1 1.0 0.3
-2.0 -1.1 0.3